## one
The following is a quantum chemistry calculation of C2H4Br2 in the gas phase, from the OMol25 dataset.

Calculated values
Multiplicity = 1
LUMO level = 0.79 eV
SMILES = BrCCBr

Last column: natural (NBO) charge in e.
CARTESIAN COORDINATES (ANGSTROEM)
Br1 -0.218 -2.081 0.801  -0.011
C1 0.339 -0.207 0.655  -0.448
C2 -0.379 0.468 -0.500  -0.449
Br2 0.560 0.070 -2.175  -0.010
H1 1.421 -0.221 0.559  0.232
H2 0.158 0.354 1.574  0.226
H3 -0.490 1.535 -0.322  0.227
H4 -1.391 0.082 -0.592  0.232

---

## two
The following is a quantum chemistry calculation of C2H4Br2 in the gas phase, from the OMol25 dataset.

Calculated values
Multiplicity = 1
LUMO level = 0.78 eV
SMILES = BrCCBr

Last column: natural (NBO) charge in e.
CARTESIAN COORDINATES (ANGSTROEM)
Br1 -14.417 -6.432 -14.112  -0.004
C1 -15.414 -6.132 -12.482  -0.454
C2 -16.822 -5.685 -12.743  -0.454
Br2 -16.894 -3.893 -13.454  -0.006
H1 -14.867 -5.401 -11.896  0.230
H2 -15.425 -7.093 -11.972  0.229
H3 -17.376 -5.628 -11.808  0.230
H4 -17.344 -6.322 -13.448  0.230

---

Which is most stable, and by how much? two, by 3.1 kcal/mol.